No. 1
C4H8O2 | ωB97M-V with the def2-TZVPD basis set

## Properties
SMILES string = CC1(O)COC1
ΔE to the lowest compared entry with this formula, charge and spin = 343.34 kJ/mol
Total charge = 0

Each line ends with the Mulliken charge.
Positions of all 14 atoms, in Å:
C: -1.217 -0.864 0.318  -1.383
C: -0.197 0.247 -0.161  0.994
O: -0.609 1.603 -0.343  -0.559
C: 0.976 0.566 0.935  -0.535
O: 1.969 -0.022 0.053  -0.389
C: 1.036 -0.366 -0.941  -0.583
H: -1.851 -0.520 1.122  0.352
H: -1.857 -1.175 -0.493  0.426
H: -0.870 -1.918 0.535  0.341
H: -1.530 1.681 -0.889  0.313
H: 0.966 0.370 2.055  0.270
H: 1.200 1.643 0.804  0.211
H: 1.060 0.261 -1.839  0.289
H: 0.923 -1.507 -1.157  0.254

No. 2
C46H82BN11Tl | ωB97M-V with the def2-TZVPD basis set

## Properties
Total charge = +1

Each line ends with the Mulliken charge.
Positions of all 141 atoms, in Å:
Tl: -0.884 -0.366 -0.277  4.154
C: -0.226 -2.044 -5.330  -0.533
C: -1.314 -0.972 -5.422  -0.877
N: -1.291 -0.089 -4.260  0.419
C: -2.213 1.034 -4.343  -0.704
C: -3.556 0.687 -3.701  -1.143
N: -3.407 0.449 -2.269  1.179
C: -4.627 -0.026 -1.628  -0.041
C: -4.935 -1.483 -1.999  -1.513
C: -3.702 -2.323 -2.295  0.281
N: -2.838 -2.577 -1.131  -0.019
C: -2.217 -3.908 -1.175  -0.129
C: -1.492 -4.228 -2.502  -1.402
N: -1.112 -3.050 -3.248  0.945
C: -0.641 -3.314 -4.591  -0.986
H: 0.657 -1.609 -4.852  -0.010
H: 0.063 -2.340 -6.340  0.400
H: -2.297 -1.449 -5.480  0.398
H: -1.172 -0.395 -6.350  0.601
H: -0.345 0.243 -4.126  -0.331
H: -2.390 1.348 -5.382  0.456
H: -1.784 1.886 -3.811  0.042
H: -3.936 -0.222 -4.170  0.531
H: -4.278 1.496 -3.893  0.481
H: -3.112 1.310 -1.826  -1.181
H: -5.494 0.599 -1.891  0.552
H: -4.498 0.060 -0.550  -0.172
H: -5.562 -1.515 -2.892  0.486
H: -5.515 -1.939 -1.191  0.428
H: -3.076 -1.849 -3.045  -0.434
H: -4.047 -3.283 -2.699  0.357
H: -3.384 -2.507 -0.279  -0.219
H: -2.977 -4.687 -1.024  0.455
H: -1.520 -3.983 -0.340  0.113
H: -2.165 -4.805 -3.141  0.713
H: -0.641 -4.892 -2.274  0.097
H: -0.481 -2.446 -2.738  -0.767
H: -1.466 -3.788 -5.134  0.413
H: 0.210 -4.017 -4.611  0.375
C: -2.286 3.612 -1.343  -0.984
C: -2.358 3.380 0.169  0.157
C: -3.383 2.316 0.554  -1.480
C: -1.010 3.068 0.751  -0.231
C: -0.162 4.006 1.328  -1.650
C: 0.891 3.294 1.885  -0.600
C: 1.883 4.086 2.715  0.882
C: 3.283 3.554 2.985  -1.770
C: 1.185 4.497 4.025  -1.757
N: 0.683 1.980 1.601  0.967
N: -0.470 1.861 0.886  0.209
B: 1.275 0.692 2.284  0.103
N: 1.935 -0.407 1.369  1.047
N: 1.123 -1.360 0.843  0.387
C: 1.853 -2.421 0.535  -0.706
C: 3.190 -2.156 0.835  -0.966
C: 3.210 -0.873 1.356  -0.259
C: 4.498 -0.209 1.758  -0.034
C: 4.730 -0.244 3.273  -1.820
C: 4.638 1.193 1.151  -0.664
C: 1.234 -3.709 0.087  3.074
C: 0.876 -4.516 1.343  -1.416
C: 2.159 -4.523 -0.815  -1.833
N: 0.085 -0.010 3.016  0.389
N: -0.999 -0.462 2.334  1.164
C: -1.837 -1.015 3.200  -0.618
C: -1.295 -0.919 4.481  -1.085
C: -0.069 -0.289 4.332  0.201
C: 0.898 -0.194 5.484  -0.027
C: 1.623 1.131 5.710  -1.467
C: 1.881 -1.370 5.390  -1.213
C: -3.081 -1.765 2.824  -0.114
C: -3.958 -0.968 1.864  -1.019
C: -2.659 -3.099 2.198  -1.060
H: -1.674 4.487 -1.560  0.368
H: -3.283 3.786 -1.752  0.539
H: -1.840 2.753 -1.842  -0.234
H: -2.672 4.325 0.619  0.786
H: -3.031 1.320 0.280  -0.203
H: -4.341 2.505 0.069  0.386
H: -3.532 2.326 1.633  0.657
H: -0.314 5.072 1.366  0.687
H: 2.024 5.013 2.149  0.562
H: 3.281 2.606 3.517  0.274
H: 3.817 4.280 3.599  0.531
H: 3.829 3.447 2.052  0.264
H: 0.812 3.629 4.563  0.266
H: 0.340 5.153 3.821  0.351
H: 1.884 5.033 4.667  0.469
H: 2.082 1.042 3.070  -0.964
H: 4.041 -2.797 0.685  0.558
H: 5.281 -0.839 1.330  0.614
H: 4.015 0.377 3.809  0.377
H: 5.734 0.109 3.506  0.502
H: 4.644 -1.269 3.637  0.407
H: 5.244 1.824 1.798  0.488
H: 3.660 1.649 1.013  -0.695
H: 5.131 1.141 0.180  0.433
H: 0.308 -3.467 -0.448  -1.975
H: 0.241 -3.920 1.999  0.184
H: 1.781 -4.775 1.892  0.406
H: 0.351 -5.435 1.078  0.430
H: 3.079 -4.771 -0.285  0.489
H: 2.432 -3.979 -1.721  0.099
H: 1.677 -5.456 -1.103  0.492
H: -1.736 -1.280 5.395  0.543
H: 0.268 -0.360 6.362  0.593
H: 2.515 1.217 5.094  0.196
H: 1.940 1.200 6.751  0.529
H: 0.963 1.966 5.496  0.117
H: 2.413 -1.350 4.439  0.002
H: 1.344 -2.315 5.465  0.370
H: 2.604 -1.320 6.205  0.403
H: -3.640 -1.964 3.741  0.692
H: -3.393 -0.762 0.952  -0.332
H: -4.861 -1.527 1.609  0.528
H: -4.257 -0.020 2.309  0.525
H: -1.993 -2.900 1.355  -0.287
H: -3.525 -3.670 1.858  0.421
H: -2.114 -3.709 2.918  0.568
C: 2.729 3.639 -1.186  -0.865
N: 1.753 3.641 -2.261  -0.068
C: 1.120 4.936 -2.418  -0.844
C: 0.803 2.554 -2.156  0.761
C: 1.433 1.208 -2.448  -0.118
C: 2.557 1.159 -3.285  -0.640
C: 3.195 -0.032 -3.582  -1.140
C: 2.727 -1.222 -3.048  -1.436
C: 1.600 -1.207 -2.235  0.734
C: 1.004 -0.002 -1.972  1.192
H: 3.467 4.417 -1.379  0.621
H: 3.241 2.677 -1.157  0.045
H: 2.270 3.823 -0.201  0.135
H: 1.888 5.678 -2.638  0.359
H: 0.577 5.258 -1.515  0.160
H: 0.423 4.906 -3.257  0.337
H: 0.021 2.735 -2.899  0.316
H: 0.331 2.508 -1.165  -0.885
H: 2.904 2.107 -3.675  0.489
H: 4.061 -0.033 -4.230  0.526
H: 3.220 -2.163 -3.253  0.479
H: 1.246 -2.130 -1.804  -0.794

In order of appearance, maximum force = 5.2, 1.8 eV Å⁻¹.
In order of appearance, E_HOMO = -9.55, -10.63 eV.